{"formula": "C3H4Br2O2", "method": "the ωB97M-V functional and the def2-TZVPD basis", "e_above_lowest_ev": 0.042, "lumo_ev": 0.6, "mol_weight_g_mol": 231.87, "total_energy_ev": -147354.875, "charge": 0, "symbols": ["C", "C", "C", "O", "O", "Br", "Br", "H", "H", "H", "H"], "positions_angstrom": [[0.618, -0.114, -0.302], [1.881, -0.267, 0.515], [-1.851, 0.352, -0.198], [0.446, -0.327, -1.477], [-0.470, 0.409, 0.505], [-2.989, 1.672, 0.377], [-2.464, -1.436, 0.051], [2.014, -1.361, 0.515], [2.659, 0.352, -0.073], [1.669, 0.315, 1.399], [-1.512, 0.404, -1.312]], "atomic_forces_ev_per_a": [[-2.289, 1.122, -0.479], [-0.374, 1.584, -2.183], [4.778, -1.180, -2.028], [0.501, -0.113, 1.125], [-0.702, -0.571, -1.356], [-0.410, 0.807, 0.426], [-0.402, -0.278, 0.152], [0.625, 0.661, 0.655], [-0.858, -1.550, 0.842], [0.358, -0.734, 0.843], [-1.225, 0.252, 2.004]]}

---

{"formula": "C3H4Br4NO", "method": "the ωB97M-V functional and the def2-TZVPD basis", "lumo_ev": 2.0, "mol_weight_g_mol": 389.69, "total_energy_ev": -286882.354, "charge": -1, "symbols": ["N", "C", "C", "O", "Br", "H", "H", "H", "C", "Br", "Br", "Br", "H"], "positions_angstrom": [[-0.847, 2.781, -2.517], [-1.366, 1.542, -2.069], [-0.254, 0.441, -2.179], [0.110, 0.094, -3.218], [0.601, -0.421, -0.583], [-0.475, 2.674, -3.462], [-1.693, 1.653, -1.021], [-2.239, 1.161, -2.659], [1.250, -1.868, 3.559], [1.880, -2.355, 1.807], [-0.627, -2.257, 3.778], [2.314, -2.673, 4.961], [1.365, -0.796, 3.652]], "atomic_forces_ev_per_a": [[0.352, 0.041, 0.382], [-0.005, 0.899, 0.605], [-2.311, 1.389, 0.379], [1.493, -1.274, -2.146], [0.169, 0.065, 0.639], [-0.246, -0.168, -0.003], [0.102, -0.261, -0.214], [0.337, -0.518, 0.151], [0.039, -0.015, -0.200], [0.007, -0.127, 0.421], [0.149, -0.001, 0.006], [-0.070, 0.028, -0.029], [-0.017, -0.057, 0.010]]}

---

{"formula": "C3H4Br6Cl2", "method": "the ωB97M-V functional and the def2-TZVPD basis", "e_above_lowest_ev": 0.000, "lumo_ev": -0.8, "mol_weight_g_mol": 590.39, "total_energy_ev": -448474.225, "charge": 0, "symbols": ["C", "Br", "Br", "Br", "H", "C", "Br", "Br", "Br", "H", "C", "Cl", "Cl", "H", "H"], "positions_angstrom": [[10.424, 4.218, 5.080], [12.254, 4.197, 5.933], [9.695, 2.284, 4.991], [10.462, 4.944, 3.233], [9.709, 4.839, 5.620], [4.868, 4.583, 5.010], [4.339, 3.973, 3.215], [4.550, 6.581, 5.132], [6.821, 4.311, 5.440], [4.265, 4.084, 5.768], [5.280, 5.537, 8.805], [4.085, 6.850, 9.124], [4.524, 3.976, 8.512], [5.987, 5.786, 8.015], [5.965, 5.415, 9.644]], "atomic_forces_ev_per_a": [[0.605, -1.303, -0.922], [-1.755, 0.144, -0.713], [0.778, 1.854, 0.244], [0.110, -0.418, 1.204], [0.406, -0.311, 0.181], [0.745, 1.364, -0.541], [0.486, 0.175, 1.136], [0.038, -1.509, 0.047], [-1.652, -0.161, -0.443], [0.262, 0.158, -0.201], [0.735, 0.426, 0.483], [0.801, -0.742, -0.253], [-0.099, 0.034, -0.123], [-0.801, 0.185, -0.542], [-0.660, 0.105, 0.446]]}

---

{"formula": "C3H4BrClO", "method": "the ωB97M-V functional and the def2-TZVPD basis", "e_above_lowest_ev": 1.548, "lumo_ev": 0.7, "mol_weight_g_mol": 171.42, "total_energy_ev": -87786.439, "charge": 0, "smiles": "C[C@@H]1O[C@@]1(Cl)Br", "symbols": ["C", "C", "C", "O", "Cl", "Br", "H", "H", "H", "H"], "positions_angstrom": [[-0.607, -0.602, -0.818], [-1.646, -1.664, -0.564], [-0.028, 0.183, 0.322], [-2.033, -0.455, -0.813], [-1.980, -2.364, 1.072], [-1.855, -3.036, -1.870], [-0.172, -0.451, -1.836], [0.158, 1.224, 0.104], [0.858, -0.319, 0.596], [-0.768, 0.452, 1.197]], "atomic_forces_ev_per_a": [[-0.654, 0.656, 0.470], [2.214, -1.768, 0.971], [-1.812, 1.040, 1.309], [-2.476, 2.058, -1.153], [0.225, 0.571, -0.656], [-0.250, -0.215, -0.429], [-0.282, -0.602, 0.958], [0.672, 0.214, -1.040], [1.107, -0.191, 1.016], [1.255, -1.763, -1.446]]}

---

{"formula": "C3H4BrClO", "method": "the ωB97M-V functional and the def2-TZVPD basis", "e_above_lowest_ev": 3.152, "lumo_ev": -0.4, "mol_weight_g_mol": 171.42, "total_energy_ev": -87784.836, "charge": 0, "symbols": ["C", "C", "C", "O", "Cl", "Br", "H", "H", "H", "H"], "positions_angstrom": [[1.314, 0.000, 1.025], [0.351, 0.555, 0.279], [-0.942, -0.139, 0.011], [-0.882, -0.035, -1.958], [-1.059, -1.859, 0.329], [-2.650, 0.773, 0.159], [2.279, 0.497, 1.002], [1.235, -0.852, 1.741], [0.423, 1.344, -0.351], [-0.070, -0.283, -2.237]], "atomic_forces_ev_per_a": [[0.032, 0.524, 0.348], [-0.946, -3.823, 2.010], [-0.417, -0.338, -3.855], [-4.856, 1.311, 4.677], [0.051, 1.006, 0.087], [1.220, -0.402, 0.170], [-0.011, -0.047, 0.180], [-0.286, 0.679, -1.094], [0.696, 2.602, -1.489], [4.517, -1.511, -1.033]]}

---

{"formula": "C3H4BrClO2S", "method": "the ωB97M-V functional and the def2-TZVPD basis", "e_above_lowest_ev": 2.188, "lumo_ev": -1.8, "mol_weight_g_mol": 219.49, "total_energy_ev": -100667.154, "charge": 0, "symbols": ["C", "C", "C", "O", "O", "S", "Cl", "Br", "H", "H", "H", "H"], "positions_angstrom": [[-1.992, 0.798, -0.423], [-3.186, -0.014, 0.197], [-1.794, -0.401, 0.043], [2.963, -0.262, 0.346], [2.653, -1.827, -1.395], [2.675, -1.660, 0.030], [4.459, 2.275, 0.410], [-0.466, -1.592, 0.377], [3.844, 1.187, 0.639], [-1.732, 1.632, -0.957], [-3.375, 0.383, 1.207], [-4.049, -0.518, -0.474]], "atomic_forces_ev_per_a": [[-1.213, -3.665, 1.074], [-1.387, 0.102, -0.540], [0.682, 2.003, -1.061], [-0.568, -2.063, 0.877], [-0.179, -1.174, 0.458], [0.668, 2.741, -1.412], [0.474, 0.790, -0.025], [0.216, -0.972, 0.301], [-0.164, -0.234, 0.036], [0.580, 1.744, -0.925], [-1.076, -0.592, -0.523], [1.967, 1.318, 1.740]]}

---

{"formula": "C3H4BrF", "method": "the ωB97M-V functional and the def2-TZVPD basis", "e_above_lowest_ev": 4.339, "lumo_ev": [0.2, -0.3], "mol_weight_g_mol": 138.97, "total_energy_ev": -75930.772, "charge": 0, "symbols": ["C", "C", "C", "F", "Br", "H", "H", "H", "H"], "positions_angstrom": [[-0.655, -0.758, 0.175], [-1.504, 0.209, 0.086], [1.699, 0.191, -0.107], [1.407, 1.443, 0.062], [-3.394, -0.099, 0.118], [-0.432, -1.811, 0.220], [-1.137, 1.183, 0.095], [1.507, -0.065, -1.099], [2.510, -0.294, 0.449]], "atomic_forces_ev_per_a": [[2.631, -0.032, -0.107], [-0.122, -1.801, 0.338], [-1.698, -2.116, 0.332], [0.232, 1.968, 0.970], [0.001, 0.238, -0.074], [-0.687, 0.119, 0.005], [-0.082, 1.816, -0.131], [0.209, -0.763, -1.490], [-0.484, 0.572, 0.158]]}

---

{"formula": "C3H4BrN", "method": "the ωB97M-V functional and the def2-TZVPD basis", "e_above_lowest_ev": 3.714, "lumo_ev": 0.8, "mol_weight_g_mol": 133.98, "total_energy_ev": -74704.112, "charge": 0, "smiles": "CC1=C(Br)N1", "symbols": ["C", "C", "C", "N", "Br", "H", "H", "H", "H"], "positions_angstrom": [[-0.752, 0.939, -0.833], [0.033, -0.267, -0.077], [0.535, -1.363, 0.523], [1.219, -0.027, 0.768], [0.654, -3.161, 0.731], [-1.311, 0.664, -1.701], [0.191, 1.495, -1.022], [-1.465, 1.367, -0.099], [0.895, 0.354, 1.709]], "atomic_forces_ev_per_a": [[2.135, -2.323, 2.274], [-0.681, -1.475, 0.543], [-2.113, 4.078, -2.439], [0.363, 0.169, 1.756], [0.206, -0.146, 0.134], [0.017, -0.378, -0.608], [-1.201, 0.553, -0.215], [0.820, 0.109, -0.336], [0.453, -0.587, -1.108]]}

---

{"formula": "C3H4BrN", "method": "the ωB97M-V functional and the def2-TZVPD basis", "e_above_lowest_ev": 4.199, "lumo_ev": [-1.7, 0.4], "mol_weight_g_mol": 133.98, "total_energy_ev": -74703.627, "charge": 0, "symbols": ["C", "C", "C", "N", "Br", "H", "H", "H", "H"], "positions_angstrom": [[-2.097, 1.019, -0.380], [0.966, 0.668, 0.076], [-2.870, -0.121, -0.638], [-1.400, 1.898, -0.112], [-4.572, -0.215, 0.095], [1.029, 0.861, -0.940], [0.598, -0.076, 0.708], [1.398, 1.614, 0.687], [-2.432, -1.017, -1.133]], "atomic_forces_ev_per_a": [[-0.704, -1.231, -0.153], [2.361, 4.107, 3.136], [0.633, -0.281, -0.170], [0.133, 0.794, -0.027], [0.186, -0.105, -0.165], [-0.309, -0.554, -1.756], [-0.633, -1.291, 0.086], [-1.073, -2.411, -1.401], [-0.594, 0.973, 0.450]]}